The following is a quantum chemistry calculation of 2 unconnected molecules or ions with the total composition C26H31Cl2F6N5O9S2 in a non-equilibrium geometry, from the OMol25 dataset.

CARTESIAN COORDINATES (ANGSTROEM)
C -0.193 -4.471 -1.077
C 0.280 -3.698 -0.298
C 0.714 -2.670 0.676
C 0.694 -3.467 2.028
N 1.714 -4.516 1.955
O 2.135 -2.549 0.312
S 2.910 -1.281 0.833
O 4.277 -1.448 0.488
O 2.697 -1.195 2.251
C 2.089 0.080 -0.065
N 2.646 0.322 -1.398
C 3.627 -0.171 -1.915
S 4.918 -0.752 -2.551
N 2.350 1.367 0.633
C 2.451 2.538 -0.261
C 3.551 1.459 1.469
C 3.370 1.708 2.953
O 4.656 1.423 1.007
C 0.494 -0.201 -0.319
N -0.363 0.932 -0.143
C -0.348 2.012 0.380
O -0.309 3.046 0.910
N 0.281 -0.532 -1.740
C 0.899 -1.647 -2.441
C -0.073 0.521 -2.634
C -1.112 0.225 -3.700
O 0.478 1.593 -2.687
C -0.137 -1.329 0.650
C -1.542 -1.876 0.171
O -2.013 -2.761 0.833
C -2.507 -1.423 -0.960
F -2.102 -2.033 -2.098
F -2.665 -0.093 -1.141
C -3.961 -1.959 -0.744
F -4.038 -3.272 -0.946
F -4.422 -1.608 0.479
C -4.982 -1.275 -1.756
F -5.974 -2.187 -1.910
F -4.458 -1.068 -2.977
C -5.688 -0.020 -1.177
O -6.685 -0.102 -0.545
O -5.118 1.181 -1.497
C -0.603 -0.774 2.057
C -2.054 -0.182 2.105
C 0.272 0.230 2.830
C 0.476 -0.217 4.298
H -0.697 -5.196 -1.671
H 0.853 -2.802 2.872
H -0.265 -3.958 2.158
H 2.494 -4.302 2.563
H 1.305 -5.375 2.297
H 3.419 2.670 -0.743
H 1.650 2.638 -0.982
H 2.344 3.406 0.396
H 2.410 2.189 3.130
H 3.496 0.786 3.514
H 4.176 2.376 3.249
H 1.796 -2.058 -1.986
H 0.254 -2.496 -2.656
H 1.242 -1.305 -3.422
H -0.822 0.777 -4.592
H -2.083 0.614 -3.405
H -1.156 -0.824 -3.978
H -4.444 1.419 -0.847
H -0.760 -1.607 2.736
H -2.350 0.392 1.230
H -2.151 0.470 2.971
H -2.797 -0.957 2.281
H 1.248 0.452 2.442
H -0.209 1.206 2.915
H 1.305 0.318 4.756
H -0.409 0.102 4.858
H 0.571 -1.295 4.398
Cl 1.713 5.628 -0.485
C 0.279 5.996 -1.478
C 0.205 5.128 -2.710
Cl 1.489 5.517 -3.882
H 0.312 7.052 -1.734
H -0.594 5.819 -0.852
H -0.747 5.292 -3.214
H 0.287 4.071 -2.465

Results
Gap between HOMO and LUMO, eV: 9.154
SMILES string: C#C[C@@]1(CN)OS(=O)(=O)[C@](N=C=S)(N(C)C(C)=O)[C@@](N=C=O)(N(C)C(C)=O)[C@]1(C(=O)C(F)(F)C(F)(F)C(F)(F)C(=O)O)[C@H](C)CC.ClCCCl
Calculated total energy, Ha: -4276.01838
Total charge: 0
Spin multiplicity: 1